No. 1
C15H31BrMoNO2Si3 as an isolated structure. Source: the OMol25 dataset; level of theory: ωB97M-V/def2-TZVPD.

XYZ file:
```
54
Properties=species:S:1:pos:R:3
Mo 0.6934 -0.9442 -0.8448
O -3.6565 -5.2943 -1.2460
C -2.8150 -4.3055 -1.1503
C -3.1642 -2.9892 -0.7773
C -2.1848 -2.0465 -0.7148
N -0.8760 -2.3158 -0.9983
C -0.5691 -3.5884 -1.3643
Br 1.2436 -3.8259 -1.7737
C -1.4673 -4.6011 -1.4542
H -4.5754 -5.0632 -1.0401
H -4.1875 -2.7233 -0.5478
H -2.4122 -1.0294 -0.4319
H -1.1818 -5.5995 -1.7565
C 3.7882 -1.3035 -1.4670
O 2.4232 -0.8877 -1.1049
Si 1.7286 1.8759 -0.2201
C 2.1226 2.2067 -1.9856
C 2.8743 2.6317 0.9750
C 0.3458 0.7824 0.2086
Si -1.1843 1.8196 -0.4765
C -1.3718 1.2384 -2.2537
C -2.7390 1.6079 0.5093
C -0.6684 3.6023 -0.2851
Si 0.3513 0.2021 2.1091
C -1.0314 -1.0093 2.3901
C 1.9383 -0.7682 2.3135
C 0.2352 1.7099 3.1726
H 4.4365 -0.9329 -0.6773
H 4.0027 -0.8450 -2.4293
H 3.8004 -2.3876 -1.5178
H 3.1784 2.4606 -2.0995
H 1.5540 3.0690 -2.3470
H 1.8816 1.3767 -2.6516
H 3.8416 2.7703 0.4868
H 2.9931 2.0993 1.9152
H 2.4918 3.6349 1.2120
H -1.1422 0.1694 -2.4331
H -0.7365 1.7943 -2.9454
H -2.4032 1.3527 -2.5974
H -3.3195 0.7112 0.3023
H -3.3727 2.4515 0.2140
H -2.5987 1.6947 1.5856
H 0.2701 3.9084 -0.7609
H -0.6171 3.8590 0.7768
H -1.4311 4.2518 -0.7250
H -0.8488 -1.9627 1.8844
H -2.0264 -0.6533 2.1327
H -1.0450 -1.2414 3.4595
H 1.9671 -1.6698 1.6854
H 1.9973 -1.1429 3.3396
H 2.8566 -0.2070 2.1326
H -0.7029 2.2475 3.0200
H 1.0572 2.4088 3.0308
H 0.2559 1.4002 4.2212
```

Output
Frontier orbital gap (alpha / beta) ... 7.1 / 7.9 eV
Total charge ... +3
2S+1 ... 3
Expectation value of S² ... 2.0172

---

No. 2
C8HCl7KO3 as an isolated structure. Source: the OMol25 dataset; level of theory: ωB97M-V/def2-TZVPD.

XYZ file:
```
20
Properties=species:S:1:pos:R:3
K -0.2717 -2.2429 -0.5622
Cl 1.0995 4.2767 -0.9548
C 0.4469 2.7608 -1.4615
C 1.2743 1.6728 -1.7151
Cl 2.9815 1.8634 -1.5419
C 0.7449 0.4488 -2.1046
Cl 1.8323 -0.8463 -2.5033
C -0.6549 0.2205 -2.2785
O -1.1542 -0.8840 -2.6197
C -1.4582 1.3841 -2.0220
Cl -3.1575 1.1840 -2.2294
C -0.9325 2.5961 -1.6276
Cl -1.9801 3.9364 -1.3297
Cl 1.5771 -3.0989 4.5264
C 0.1730 -2.2366 3.8582
Cl -1.3365 -2.9413 4.4829
C 0.1925 -2.2898 2.2956
O 0.2702 -1.1616 1.7736
O 0.1303 -3.4257 1.7966
H 0.2231 -1.2166 4.2169
```

Output
Frontier orbital gap ... 7.2 eV
Total charge ... -1
2S+1 ... 1
Relative energy (zero: lowest compared OMol25 entry of this formula, charge and spin) ... 4.99 kcal per mole

---

No. 3
C34H85BrGaO18P2 as an isolated structure. Source: the OMol25 dataset; level of theory: ωB97M-V/def2-TZVPD.

XYZ file:
```
141
Properties=species:S:1:pos:R:3
C -5.5271 7.1483 1.1582
C -4.5655 7.2915 -0.0264
O -5.2037 7.5485 -1.2965
P -5.9766 6.3311 -1.9309
O -7.1270 5.8296 -1.1692
C -4.8591 4.9913 -2.3918
C -3.3367 5.2991 -2.3621
Ga -2.4153 4.0198 -1.0673
C -3.2700 3.9280 0.7572
C -2.2046 2.1481 -1.8757
Br -0.7042 1.2679 -0.9018
C -3.4523 1.2702 -1.7444
C -4.2124 1.1547 -3.0601
P -0.2258 4.9130 -0.7036
O -0.1984 6.3809 -0.7440
O 0.8981 4.3243 -1.7551
O 0.3661 4.3688 0.7297
O -6.4595 7.0053 -3.3124
C -7.5789 6.3517 -3.9161
C -8.8969 6.9734 -3.5013
H -5.4650 6.1384 1.5378
H -6.5523 7.3097 0.8707
H -5.2239 7.8101 1.9593
H -3.9352 8.1494 0.1462
H -3.9021 6.4377 -0.0674
H -5.1271 4.1499 -1.7673
H -5.1629 4.7180 -3.3961
H -3.1304 6.3277 -2.1084
H -2.9312 5.1023 -3.3459
H -2.8037 3.1694 1.3743
H -3.1304 4.8605 1.2922
H -4.3372 3.7301 0.7396
H -1.8883 2.1784 -2.9093
H -4.0903 1.6422 -0.9501
H -3.1474 0.2722 -1.4504
H -4.8170 2.0422 -3.2179
H -4.8547 0.2856 -3.0303
H -3.5308 1.1041 -3.8970
H 0.5734 3.4940 -2.1504
H 1.1354 3.8009 0.5388
H -7.5735 5.2814 -3.7495
H -7.4580 6.4939 -4.9860
H -9.6376 6.8939 -4.2863
H -8.7096 7.9955 -3.2028
H -9.2658 6.4414 -2.6355
C 6.1991 2.8925 -3.6655
O 5.3091 3.9461 -3.9739
C 4.1202 3.9238 -3.1863
C 4.1610 4.9372 -2.0703
O 5.1588 4.6083 -1.1029
C 6.3315 5.3829 -1.2263
H 7.1415 3.0940 -4.1727
H 6.3842 2.8235 -2.5897
H 5.8052 1.9365 -4.0291
H 3.9488 2.9227 -2.7798
H 3.2855 4.1673 -3.8488
H 3.1963 4.9354 -1.5644
H 4.3317 5.9400 -2.4719
H 6.1498 6.4143 -0.9022
H 6.7053 5.3890 -2.2543
H 7.0897 4.9420 -0.5790
C 2.8442 -3.2424 1.6065
O 3.8342 -2.2962 1.9706
C 4.2095 -1.4517 0.8924
C 3.5324 -0.1040 0.9940
O 2.1310 -0.2321 0.8295
C 1.4245 -0.1756 2.0571
H 2.4712 -3.7093 2.5163
H 2.0073 -2.7676 1.0887
H 3.2768 -4.0198 0.9663
H 3.9663 -1.9207 -0.0655
H 5.2953 -1.3157 0.9381
H 3.9042 0.5458 0.1948
H 3.7689 0.3696 1.9513
H 1.4266 0.8458 2.4521
H 1.8561 -0.8554 2.7967
H 0.3943 -0.4705 1.8642
C -0.4714 -7.6414 5.8885
O 0.8564 -7.7658 6.3715
C 1.7987 -8.0542 5.3523
C 2.5630 -6.8193 4.9321
O 1.7149 -5.8845 4.2868
C 1.3390 -4.8056 5.1281
H -1.0807 -7.2434 6.6976
H -0.5288 -6.9592 5.0377
H -0.8708 -8.6190 5.5983
H 1.3046 -8.5009 4.4841
H 2.5025 -8.7895 5.7570
H 3.3376 -7.1084 4.2139
H 3.0564 -6.3655 5.7964
H 2.1920 -4.1380 5.2923
H 0.9627 -5.1599 6.0905
H 0.5495 -4.2476 4.6272
C 9.9333 2.3776 -4.6259
O 9.1739 1.7791 -5.6601
C 9.4171 2.3433 -6.9384
C 10.3220 1.4657 -7.7722
O 11.6344 1.3989 -7.2341
C 11.8887 0.2003 -6.5259
H 9.8156 1.7664 -3.7326
H 10.9943 2.4296 -4.8828
H 9.5600 3.3855 -4.4137
H 9.8444 3.3458 -6.8438
H 8.4501 2.4346 -7.4429
H 10.4030 1.8937 -8.7764
H 9.8923 0.4640 -7.8647
H 11.9734 -0.6459 -7.2170
H 11.1056 -0.0081 -5.7932
H 12.8363 0.3216 -6.0036
C -5.3042 -11.1282 4.7246
O -6.1042 -10.0479 4.2822
C -5.9501 -8.8758 5.0683
C -5.0620 -7.8584 4.3898
O -3.7225 -8.3164 4.2910
C -3.3833 -8.7798 2.9965
H -5.3507 -11.9050 3.9632
H -4.2622 -10.8284 4.8608
H -5.6908 -11.5345 5.6659
H -5.5516 -9.1240 6.0564
H -6.9456 -8.4415 5.2042
H -5.0506 -6.9435 4.9906
H -5.4585 -7.6083 3.4018
H -3.2984 -7.9414 2.2971
H -4.1193 -9.4939 2.6191
H -2.4159 -9.2747 3.0673
C -3.1310 0.0422 1.7765
O -3.5062 -1.0587 0.9587
C -2.5005 -2.0501 0.8598
C -2.7964 -3.2421 1.7422
O -2.7261 -2.9128 3.1224
C -3.9950 -2.7263 3.7173
H -4.0120 0.6654 1.9208
H -2.7698 -0.2926 2.7535
H -2.3521 0.6318 1.2852
H -1.5195 -1.6321 1.1021
H -2.4733 -2.3826 -0.1836
H -2.0451 -4.0174 1.5562
H -3.7791 -3.6562 1.4955
H -4.5166 -3.6855 3.8237
H -4.6142 -2.0396 3.1354
H -3.8357 -2.3024 4.7075
```

Output
Frontier orbital gap ... 7.2 eV
Total charge ... -1
2S+1 ... 1

---

No. 4
An isolated ion of composition C12H16Cl and charge +1. Source: the OMol25 dataset; level of theory: ωB97M-V/def2-TZVPD.

XYZ file:
```
29
Properties=species:S:1:pos:R:3
C -0.8486 -1.9652 -3.0119
C -1.0018 -1.2782 -1.6493
Cl -1.9858 -2.1083 -0.6284
C -0.6519 0.1626 -1.3471
H -0.4526 -1.3119 -3.8054
H -0.1169 -2.7702 -2.8567
H -1.7161 -2.5003 -3.5037
H -1.6015 0.5111 -0.8843
H -0.4643 0.5920 -2.3316
C 0.1290 2.3037 -0.5819
C 0.3720 0.7965 -0.4530
C 1.7591 0.4981 -1.0353
C 0.2491 0.3506 1.0042
C 0.7474 -0.8938 1.3656
C 0.5298 -1.4027 2.6511
C -0.2161 -0.6542 3.5764
C -0.6811 0.6203 3.2216
C -0.4176 1.1274 1.9493
H -0.8846 2.6212 -0.3290
H 0.7966 2.8860 0.0467
H 0.3051 2.6364 -1.6139
H 2.0441 -0.5425 -0.9014
H 1.7363 0.7234 -2.1099
H 2.4923 1.1456 -0.5485
H 1.3806 -1.4594 0.6780
H 0.9129 -2.3949 2.9014
H -0.4435 -1.0690 4.5578
H -1.2703 1.2173 3.9214
H -0.7016 2.1585 1.7178
```

Output
Frontier orbital gap ... 6.0 eV
Total charge ... +1
2S+1 ... 1
Relative energy (zero: lowest compared OMol25 entry of this formula, charge and spin) ... 14.42 kcal per mole

---

No. 5
C44H37CrN4O2P2 as an isolated structure. Source: the OMol25 dataset; level of theory: ωB97M-V/def2-TZVPD.

XYZ file:
```
90
Properties=species:S:1:pos:R:3
Cr -0.1177 1.9256 -0.0152
O -1.4932 4.7751 2.4982
C -0.8553 3.9315 1.9115
N -0.9951 3.5247 0.6075
C -1.7893 4.2533 -0.2466
O -2.3016 5.3305 -0.0551
C -1.9338 3.5117 -1.5380
C -2.8444 3.9422 -2.4921
C -2.9822 3.2357 -3.6749
C -2.2199 2.0798 -3.8208
C -1.3519 1.7030 -2.8186
N -1.1701 2.3995 -1.6807
C 0.1867 3.1085 2.5927
C 0.4515 3.3121 3.9400
C 1.3699 2.5009 4.5797
C 2.0183 1.5340 3.8120
C 1.7202 1.4182 2.4714
N 0.8031 2.1681 1.8408
H -3.4122 4.8340 -2.2752
H -3.6530 3.5509 -4.4580
H -2.3028 1.4708 -4.7046
H -0.7722 0.7949 -2.9190
H -0.0813 4.1072 4.4418
H 1.5843 2.6238 5.6289
H 2.7511 0.8797 4.2557
H 2.2539 0.7049 1.8545
C -1.0091 -1.6298 -0.2585
N 0.3193 -2.1693 -0.2962
C 1.4608 -1.3193 -0.1049
P 1.4298 0.3175 -1.0178
C 1.3939 -0.1600 -2.7825
C 1.5947 0.8964 -3.6750
C 1.6293 0.6620 -5.0353
C 1.4534 -0.6279 -5.5172
C 1.2469 -1.6748 -4.6358
C 1.2096 -1.4488 -3.2681
C 3.2135 0.7225 -0.9427
C 4.1567 -0.1165 -1.5382
C 5.5022 0.1884 -1.4613
C 5.9181 1.3405 -0.8078
C 4.9828 2.1997 -0.2520
C 3.6333 1.8958 -0.3213
C 0.5069 -3.5590 -0.2198
C -0.3341 -4.4236 -0.9230
C -0.1158 -5.7886 -0.8928
C 0.9401 -6.3187 -0.1705
C 1.7664 -5.4701 0.5439
C 1.5512 -4.1047 0.5283
P -1.3421 -0.1537 0.8626
C -3.1617 -0.1579 0.7247
C -3.7465 0.4829 -0.3656
C -5.1209 0.5074 -0.5091
C -5.9257 -0.1006 0.4408
C -5.3510 -0.7511 1.5204
C -3.9758 -0.7829 1.6666
C -1.0623 -0.6797 2.5804
C -0.4603 -1.8801 2.9450
C -0.2488 -2.1638 4.2835
C -0.5975 -1.2430 5.2581
C -1.1909 -0.0407 4.8993
C -1.4255 0.2406 3.5678
H -1.7166 -2.4217 0.0217
H -1.3156 -1.2371 -1.2496
H 2.3518 -1.8621 -0.4441
H 1.6019 -1.0599 0.9625
H 1.7170 1.9003 -3.2786
H 1.7988 1.4793 -5.7195
H 1.4852 -0.8065 -6.5817
H 1.1211 -2.6784 -5.0115
H 1.0445 -2.2777 -2.5982
H 3.8388 -0.9918 -2.0880
H 6.2269 -0.4742 -1.9116
H 6.9692 1.5766 -0.7458
H 5.3045 3.1090 0.2356
H 2.8925 2.5788 0.0922
H -1.1469 -4.0322 -1.5172
H -0.7689 -6.4428 -1.4498
H 1.1150 -7.3821 -0.1588
H 2.5838 -5.8665 1.1264
H 2.1970 -3.4658 1.1105
H -3.1201 0.9665 -1.1024
H -5.5646 1.0095 -1.3558
H -6.9990 -0.0590 0.3434
H -5.9771 -1.2339 2.2553
H -3.5373 -1.2884 2.5145
H -0.1794 -2.6026 2.1925
H 0.1762 -3.1156 4.5639
H -0.4099 -1.4635 6.2975
H -1.4809 0.6686 5.6601
H -1.9122 1.1634 3.2747
```

Output
Frontier orbital gap (alpha / beta) ... 7.2 / 7.4 eV
Total charge ... +1
2S+1 ... 5
Expectation value of S² ... 6.0220
Relative energy (zero: lowest compared OMol25 entry of this formula, charge and spin) ... 4.38 kcal per mole

---

No. 6
A 4-piece molecular cluster, C47H93N4O12 overall. Source: the OMol25 dataset; level of theory: ωB97M-V/def2-TZVPD.

XYZ file:
```
156
Properties=species:S:1:pos:R:3
C 0.6968 -4.0217 -4.9937
C 0.0768 -4.4613 -6.3519
C 0.0653 -6.0217 -6.3847
C -1.3595 -6.5859 -6.1653
C -1.3735 -7.9427 -5.3938
C -2.2510 -7.7634 -4.1154
C -3.7330 -7.7267 -4.5397
C -4.7048 -7.7090 -3.3135
C -5.1895 -6.2549 -3.0556
C -4.0068 -5.3448 -2.6326
C -4.4702 -3.9625 -2.0962
C -4.0455 -3.6908 -0.6285
C -2.9273 -2.6081 -0.5924
C -2.8897 -1.8585 0.7526
C -1.4714 -1.6347 1.3762
N -0.3397 -2.2196 0.7098
C 0.1487 -1.6420 -0.4540
O 1.4319 -0.9632 -0.2002
O 1.8701 -0.5335 -1.4767
C 0.2547 -3.4466 1.2579
C 0.9654 -3.0808 2.5934
C 0.8712 -4.1148 3.7216
O 0.0763 -3.5373 4.7911
C -0.7964 -4.4321 5.3184
O -0.4744 -5.5093 5.7725
C 1.2942 -4.0889 0.3229
C 2.1010 -5.2784 0.9034
C 1.3846 -6.6231 0.9425
C 0.9531 -7.1622 -0.2582
C 0.2935 -8.3654 -0.2698
C 0.0740 -9.0524 0.9090
C 0.5147 -8.5432 2.1055
C 1.1783 -7.3285 2.1034
C -0.9495 -4.4483 1.4355
O -1.2221 -5.1857 0.4497
O -1.6466 -4.4313 2.4821
H 0.0698 -4.4681 -4.2117
H 1.6800 -4.5027 -4.9275
H 0.7692 -2.9344 -4.9089
H -0.9455 -4.0659 -6.4104
H 0.6299 -4.0379 -7.1995
H 0.6935 -6.3654 -5.5503
H 0.5229 -6.4035 -7.3056
H -2.0050 -5.8356 -5.6957
H -1.7725 -6.7960 -7.1642
H -1.8363 -8.7463 -5.9757
H -0.3452 -8.1635 -5.0864
H -2.0909 -8.5744 -3.3918
H -1.9238 -6.8267 -3.6520
H -3.8972 -6.7714 -5.0615
H -3.9783 -8.5223 -5.2541
H -5.5838 -8.3417 -3.4860
H -4.1155 -8.0397 -2.4487
H -5.5339 -5.8720 -4.0300
H -6.0230 -6.2074 -2.3443
H -3.3157 -5.8745 -1.9658
H -3.4535 -5.1617 -3.5673
H -4.0885 -3.1926 -2.7763
H -5.5703 -3.9513 -2.1329
H -4.8823 -3.4066 0.0211
H -3.6295 -4.6221 -0.2211
H -2.0002 -3.1289 -0.8490
H -3.2074 -1.8809 -1.3716
H -3.4188 -0.8966 0.7069
H -3.4695 -2.4605 1.4676
H -1.3157 -0.5423 1.4464
H -1.5314 -1.9672 2.4177
H -0.5357 -0.8391 -0.7735
H 0.2506 -2.2949 -1.3361
H 2.6047 -1.0990 -1.7579
H 2.0340 -2.9429 2.3611
H 0.6538 -2.1149 3.0035
H 1.8805 -4.2500 4.1489
H 0.5200 -5.1006 3.4242
H -1.8494 -4.1019 5.3331
H 2.0535 -3.3649 -0.0147
H 0.8246 -4.4580 -0.5982
H 2.5796 -5.0706 1.8696
H 2.9448 -5.4209 0.2072
H 1.0918 -6.6462 -1.2055
H -0.0796 -8.8215 -1.1843
H -0.4661 -9.9975 0.9500
H 0.3517 -9.0455 3.0547
H 1.5439 -6.9191 3.0445
C 6.6245 6.1410 -0.6117
O 5.3188 5.9737 -1.1350
C 5.2865 5.1792 -2.3216
C 4.5135 3.8969 -2.0862
N 5.2479 3.0011 -1.2012
C 4.4698 1.8416 -0.7578
C 3.2786 2.0965 0.1589
O 3.6397 2.5922 1.4414
C 3.7352 3.9976 1.5382
H 6.5573 6.8139 0.2437
H 7.0382 5.1869 -0.2708
H 7.2898 6.5875 -1.3564
H 6.2923 4.9696 -2.6951
H 4.7632 5.7675 -3.0819
H 4.3482 3.3979 -3.0452
H 3.5363 4.1660 -1.6628
H 5.5466 3.5202 -0.3853
H 5.1635 1.1871 -0.2233
H 4.1280 1.2888 -1.6370
H 2.8002 1.1319 0.3378
H 2.5150 2.7300 -0.3068
H 3.0330 4.5082 0.8723
H 4.7566 4.3399 1.3367
H 3.4963 4.2744 2.5659
C 3.5471 7.8468 0.3580
O 2.9901 7.7772 1.6661
C 3.9412 7.4288 2.6635
C 4.1175 8.5754 3.6386
N 4.7994 9.6963 2.9992
C 4.8069 10.9175 3.7996
C 3.4648 11.6053 4.0415
O 2.8752 12.1397 2.8693
C 2.0403 11.2419 2.1559
H 2.7336 8.0533 -0.3375
H 4.2777 8.6623 0.2897
H 4.0227 6.9033 0.0684
H 4.8990 7.1303 2.2270
H 3.5387 6.5676 3.2047
H 4.7078 8.2358 4.4948
H 3.1209 8.8643 3.9976
H 4.3446 9.8930 2.1166
H 5.4549 11.6294 3.2809
H 5.2795 10.7066 4.7641
H 3.6555 12.4631 4.6936
H 2.7561 10.9665 4.5806
H 1.5374 10.5322 2.8171
H 2.6053 10.7021 1.3920
H 1.2804 11.8331 1.6432
C -6.8956 4.9079 0.4289
O -5.7014 5.4964 0.9095
C -5.7294 5.7700 2.3072
C -4.6891 4.9346 3.0267
N -5.0665 3.5263 3.0268
C -4.0128 2.6307 3.5032
C -2.7570 2.5042 2.6439
O -2.9820 1.8918 1.3873
C -3.3408 2.7861 0.3505
H -6.8034 4.8023 -0.6512
H -7.0495 3.9145 0.8627
H -7.7600 5.5431 0.6461
H -6.7246 5.6128 2.7324
H -5.4768 6.8281 2.4308
H -4.5982 5.2829 4.0598
H -3.7265 5.0919 2.5221
H -5.3155 3.2553 2.0840
H -4.4591 1.6366 3.5847
H -3.7245 2.9303 4.5157
H -2.0695 1.8404 3.1762
H -2.2272 3.4571 2.5264
H -2.8806 3.7700 0.4745
H -4.4274 2.8882 0.2772
H -2.9917 2.3577 -0.5903
```

Output
Frontier orbital gap ... 6.8 eV
Total charge ... -1
2S+1 ... 1

---

no.,energy (eV),strongest force on any atom (eV/Å)
1,-117147.285,0.81
2,-118441.661,0.96
3,-214486.936,1.05
4,-25217.415,2.70
5,-103280.750,1.74
6,-80771.738,2.01